ORCA calculation (ωB97M-V/def2-TZVPD) on a molecular structure, C23H60NO9PdS8.

* LUMO energy (spin up / spin down): -2.1 / -2.1 eV
* HOMO energy (spin up / spin down): -9.44 / -9.43 eV
* ⟨S²⟩: 2.005
* gap between HOMO and LUMO (spin up / spin down): 0.270 / 0.270 Ha

```
! RIJCOSX wB97M-V def2-TZVPD def2/J DEFGRID3
* xyz 1 3
Pd 0.434 -0.444 -0.281
S 1.470 -0.609 6.324
S 3.566 4.679 -2.780
S 3.349 0.102 -1.743
S 0.443 -3.682 -1.434
S -1.080 0.501 -3.239
S 2.322 1.874 1.609
S 2.785 -2.231 1.566
S -3.825 4.328 -2.075
O 0.001 -2.240 -1.267
O -3.134 5.117 -3.235
O 1.507 -2.069 6.627
O -1.461 -0.675 0.802
O 1.683 0.929 0.595
O 3.272 5.965 -2.023
O 1.401 -1.769 1.035
O -0.146 0.464 -2.070
O 2.197 -0.826 -1.369
N -3.881 -2.650 1.399
C -0.744 -0.892 -4.385
C 3.074 -3.986 1.061
C -5.315 -4.244 1.669
C -0.310 -4.377 -2.972
C 2.312 -2.787 3.344
C -4.079 -3.827 2.085
C 1.979 1.480 3.424
C 4.166 5.383 -4.375
C 4.947 -0.928 -1.522
C -5.939 -3.405 0.706
C -0.450 1.855 -4.292
C -5.560 4.933 -2.101
C -0.195 -0.356 5.627
C -2.411 0.324 1.169
C 3.373 0.184 -3.627
C -0.645 -4.662 -0.283
C 1.931 4.091 -3.273
C -1.865 1.716 1.126
C 4.218 1.659 1.541
C -5.024 -2.383 0.584
C -4.061 2.596 -2.611
C 1.072 0.220 7.922
C -2.975 0.127 2.585
H 2.208 -4.618 1.259
H -3.278 0.284 0.509
H -2.168 0.308 3.295
H 3.042 -3.479 3.762
H -2.657 2.445 1.294
H 4.781 1.998 2.410
H 2.037 0.218 8.429
H 3.382 -4.048 0.017
H -0.982 -0.935 6.110
H 0.832 1.268 7.742
H 0.614 1.763 -4.513
H -3.315 -0.868 2.872
H -0.390 -5.716 -0.176
H -6.066 4.652 -1.178
H 2.536 0.834 -3.884
H -0.594 2.826 -3.818
H 5.830 -0.431 -1.924
H -6.138 4.525 -2.931
H 1.340 5.002 -3.367
H 0.300 -1.207 -4.370
H -3.745 2.535 -3.653
H -3.458 1.921 -2.003
H -3.721 0.911 2.716
H -1.719 -4.515 -0.395
H -0.329 0.726 5.638
H -1.342 -1.797 -4.275
H 0.247 -0.320 8.386
H 2.753 1.875 4.082
H 1.366 -3.308 3.194
H -1.275 -3.877 -3.059
H 3.183 -0.668 -4.280
H 4.829 -1.990 -1.738
H 0.326 -4.011 -3.778
H 1.168 2.104 3.800
H -0.420 -5.455 -3.089
H -5.658 6.014 -2.010
H 2.175 -1.953 4.033
H 1.830 3.590 -4.236
H -1.142 1.870 -5.133
H -6.859 -3.435 0.142
H 3.850 -4.362 1.728
H -0.147 -0.703 4.595
H 4.250 0.673 -4.050
H 3.975 4.504 -4.990
H -0.808 -0.519 -5.407
H -1.132 1.969 1.891
H -0.412 -4.283 0.712
H 1.714 0.455 3.682
H 1.616 3.402 -2.490
H -5.086 -1.489 -0.019
H 5.029 -1.106 -0.450
H 3.585 6.211 -4.780
H -3.283 -4.237 2.690
H 4.375 0.609 1.789
H -3.011 -2.155 1.538
H -1.399 1.990 0.179
H -5.090 2.259 -2.489
H 4.601 1.930 0.557
H 5.245 5.513 -4.304
H -5.799 -5.183 1.893
*
```

Mulliken population analysis, charges in e, atoms 1 to 5: 0.829, 0.604, 0.567, 0.565, 0.496